# 1
Computed, not measured: 5 unconnected molecules or ions with the total composition C22H47Cl2F8N4O6S2, with wB97M-V/def2-TZVPD.

The geometry in XYZ format:
```
91
Properties=species:S:1:pos:R:3
C -3.01153 -2.48997 -3.05754
C -2.09725 -1.67680 -1.94721
Cl -2.68357 -1.70799 -0.19133
C -0.82515 -0.98398 -2.38157
Cl -0.43571 -1.15823 -4.21512
S 0.31171 -0.04967 -1.16117
C 1.59528 0.85288 -2.24337
F 2.59599 1.61315 -1.46121
F 2.38159 -0.19060 -3.00255
C 0.93380 1.88181 -3.33109
F 1.61037 3.21869 -3.13322
F -0.52349 2.09171 -3.17480
F 1.33445 1.47464 -4.73047
S -0.80749 1.32266 0.00389
O -2.15676 1.76397 -0.67540
O -1.08624 0.64725 1.40397
C 0.16342 2.90525 0.44463
F -0.65492 3.54130 1.54512
F 0.19370 3.89856 -0.65284
F 1.48780 2.61955 1.06273
H -2.48809 -3.53539 -3.25763
H -3.16489 -1.92078 -4.06810
H -4.05662 -2.70140 -2.57318
C 1.02895 1.09208 6.55855
C 0.79600 1.36220 5.07404
C 1.90167 2.22322 4.42081
O 1.83151 3.61580 4.73960
C 2.38325 3.95663 6.00265
N -0.53219 1.97028 4.90275
H 0.78593 1.95083 7.18822
H 0.39692 0.26186 6.89778
H 2.07119 0.81270 6.74867
H 0.79566 0.38993 4.56596
H 1.77336 2.16483 3.33273
H 2.90127 1.82654 4.63577
H 3.24926 3.33811 6.25611
H 1.61762 3.88088 6.77625
H 2.70475 5.00199 5.96214
H -0.72549 2.05541 3.90371
H -0.46391 2.94136 5.21855
C -4.48805 -7.77394 1.75030
C -4.72100 -7.50381 0.26579
C -3.61533 -6.64280 -0.38744
O -3.68549 -5.25022 -0.06865
C -3.13375 -4.90939 1.19440
N -6.04919 -6.89574 0.09450
H -4.73106 -6.91518 2.37996
H -5.12008 -8.60416 2.08953
H -3.44580 -8.05332 1.94042
H -4.72134 -8.47609 -0.24229
H -3.74364 -6.70119 -1.47552
H -2.61573 -7.03948 -0.17248
H -2.26773 -5.52790 1.44786
H -3.89937 -4.98514 1.96800
H -2.81225 -3.86403 1.15389
H -6.24249 -6.81061 -0.90454
H -5.98091 -5.92466 0.41030
C 5.47687 4.79913 4.22452
C 6.65273 5.45350 4.94577
C 7.97118 5.41735 4.13896
O 8.62033 4.14290 4.12499
C 8.08186 3.22090 3.18912
N 6.81157 4.82522 6.26608
H 5.51325 3.70804 4.25923
H 4.53010 5.09929 4.69070
H 5.43961 5.10677 3.17360
H 6.39098 6.50798 5.09750
H 8.67933 6.10166 4.62273
H 7.82917 5.79093 3.11767
H 7.73371 3.71369 2.27658
H 7.27361 2.65127 3.65025
H 8.86988 2.51083 2.91970
H 7.53090 5.33217 6.78404
H 7.22858 3.90296 6.11463
C -4.38694 -0.56281 -9.42914
C -3.04903 -0.23046 -8.77297
C -2.43319 -1.41291 -7.98996
O -3.05018 -1.66907 -6.72524
C -4.25638 -2.41414 -6.80154
N -3.21908 0.95286 -7.91622
H -5.21591 -0.57389 -8.71803
H -4.63350 0.18714 -10.19111
H -4.34965 -1.53857 -9.92610
H -2.35051 0.02749 -9.57857
H -1.39102 -1.15726 -7.76120
H -2.40128 -2.32555 -8.59729
H -4.23462 -3.15500 -7.60616
H -5.10432 -1.73864 -6.92432
H -4.39196 -2.93958 -5.85111
H -2.30360 1.23212 -7.56040
H -3.72143 0.65010 -7.07754
```

Output
Largest force on an atom ... 11.187 eV/Å
HOMO-LUMO gap ... 3.507 eV
Total charge ... +1
LUMO ... -7.09 eV
Spin multiplicity ... 1

The net atomic charges from Mulliken, expressed in e, are: C -1.0581; C 0.5070; Cl -0.1245; C 0.0034; Cl 0.0086; S 0.2096; C 0.4455; F -0.1903; F -0.1875; C 0.7027; F -0.2236; F -0.1675; F -0.1967; S 0.9100; O -0.4418; O -0.3954; C 0.4714; F -0.1565; F -0.1600; F -0.1665; H 0.3515; H 0.3405; H 0.3768; C -1.5080; C 0.3927; C -0.0700; O -0.3803; C -0.8417; N -0.7190; H 0.2929; H 0.3613; H 0.3565; H 0.3841; H -0.1836; H 0.4266; H 0.3775; H 0.2781; H 0.3029; H 0.1885; H 0.3687; C -1.3556; C 0.3288; C -0.7725; O -0.2214; C -0.2562; N -0.7225; H 0.2818; H 0.3400; H 0.3421; H 0.4208; H 0.3228; H 0.4126; H 0.3129; H 0.2448; H -0.1875; H 0.2643; H 0.3136; C -0.9478; C 0.3994; C -0.7379; O -0.3898; C -0.6234; N -0.7046; H 0.1249; H 0.0112; H 0.3812; H 0.3853; H 0.3640; H 0.3912; H 0.2872; H 0.2166; H 0.2640; H 0.2816; H 0.3013; C -1.3821; C 0.3609; C -0.8184; O -0.1498; C -0.7204; N -0.7136; H 0.2884; H 0.3475; H 0.3456; H 0.4120; H 0.2916; H 0.4059; H 0.3387; H 0.2724; H 0.2025; H 0.2434; H 0.3168


# 2
Computed, not measured: a molecular structure, C22H47FNO14S5V, with wB97M-V/def2-TZVPD.

The geometry in XYZ format:
```
91
Properties=species:S:1:pos:R:3
V -12.46138 7.52488 5.01549
N -14.58918 7.48571 2.94389
O -13.50427 8.05636 2.95057
O -15.41069 7.68815 2.11101
O -14.79403 6.59458 3.75398
F -13.07855 7.48901 -4.95334
C -13.14223 7.77273 -3.59940
C -13.18910 9.05549 -3.12126
C -13.26551 9.22466 -1.72398
C -13.45412 8.11581 -0.90830
C -13.56083 6.81327 -1.44531
C -13.25076 6.64494 -2.77909
H -13.17032 9.90929 -3.78237
H -13.12915 10.23164 -1.35821
H -13.72920 8.23699 0.12902
H -13.77069 5.95213 -0.82821
H -13.28354 5.68227 -3.26755
C -16.55059 4.64419 1.02792
S -16.51336 2.86469 0.43412
O -15.07831 2.49724 0.16085
C -17.17621 1.91822 1.83250
H -16.01934 4.73727 1.97513
H -17.60731 4.89964 1.10660
H -16.01586 5.27547 0.31823
H -18.26232 2.00941 1.84459
H -16.84274 2.19053 2.83387
H -16.99207 0.84862 1.73184
C -10.95060 6.37769 1.44651
S -11.47200 5.05408 2.65553
O -12.08095 5.80189 3.85029
C -12.94506 4.32873 1.70403
H -10.69670 6.03544 0.44327
H -10.06020 6.90381 1.79073
H -11.73718 7.12141 1.31894
H -13.67911 5.12246 1.56517
H -13.35874 3.53498 2.32606
H -12.63131 3.94480 0.73333
C -10.94319 10.47055 2.13336
S -10.69246 10.04162 3.89352
O -10.97681 8.49432 3.99356
C -8.88233 10.37357 4.03256
H -10.54383 11.46231 1.92118
H -12.03014 10.54562 2.10168
H -10.52081 9.72063 1.46454
H -8.46213 11.25573 3.54953
H -8.31872 9.52950 3.63510
H -8.64038 10.39009 5.09524
C -15.72981 9.96710 7.24246
S -14.69257 10.27317 5.75623
O -14.02945 8.94883 5.57993
C -15.92135 10.37174 4.45465
H -16.08538 10.93590 7.59331
H -15.05854 9.62766 8.03130
H -16.52875 9.28439 6.95316
H -16.57491 9.52781 4.23387
H -15.32133 10.58193 3.56927
H -16.62008 11.20736 4.41457
C -14.46742 4.16789 5.80278
S -13.53104 5.05511 7.14316
O -13.42675 6.48430 6.64111
C -14.97559 5.09859 8.28305
H -15.46412 4.52647 5.54566
H -14.54277 3.09212 5.96130
H -13.93762 4.22010 4.85163
H -15.79472 5.38064 7.62157
H -14.76150 5.80042 9.08910
H -15.31192 4.14103 8.68063
C -19.48974 12.66195 -1.99421
O -19.17702 11.27426 -1.71623
C -18.24714 10.98546 -0.82508
O -17.65887 11.80069 -0.13973
O -18.05515 9.70778 -0.79844
C -17.05117 9.17565 0.04424
H -19.74871 13.13420 -1.04657
H -20.35264 12.78888 -2.64796
H -18.64418 13.08661 -2.53531
H -16.01078 9.31485 -0.24955
H -17.16613 8.10428 -0.12023
H -17.15361 9.47219 1.08811
C -19.91444 7.17400 0.56877
O -19.22899 7.73042 1.65699
C -19.20694 7.10604 2.83195
O -19.77970 6.04434 3.17226
O -18.24541 7.65563 3.60071
C -17.84368 6.94959 4.76436
H -20.01731 6.08971 0.61159
H -19.46803 7.53689 -0.35704
H -20.94647 7.52202 0.61234
H -17.39411 6.00364 4.46243
H -18.66117 6.90770 5.48412
H -17.05009 7.45683 5.31301
```

Output
<S²> ... 3.753
Largest force on an atom ... 3.853 eV/Å
HOMO-LUMO gap (spin up / spin down) ... 8.369 / 8.218 eV
Total charge ... +1
LUMO (spin up / spin down) ... -2.13 / -2.29 eV
Spin multiplicity ... 4

The net atomic charges from Mulliken, expressed in e, are: V 0.9233; N -0.0583; O -0.2686; O -0.1008; O 0.1836; F -0.3144; C 0.3906; C -0.5417; C -0.6234; C -0.0496; C -0.4032; C -0.7557; H 0.4460; H 0.4217; H 0.5010; H 0.4718; H 0.4441; C 0.1263; S 0.4276; O -0.6057; C -0.8876; H -0.2203; H 0.3110; H -0.1108; H 0.3683; H 0.1997; H 0.3736; C -0.5231; S 0.2061; O -0.3150; C -0.4633; H 0.5281; H 0.3326; H -0.2044; H -0.3308; H 0.3538; H 0.5894; C -0.8133; S 0.4760; O -0.5176; C -1.0662; H 0.5461; H 0.1323; H 0.2756; H 0.4012; H 0.3257; H 0.3552; C -0.9465; S 0.2514; O -0.0254; C -0.2981; H 0.4243; H 0.3457; H 0.1994; H -0.1985; H 0.2001; H 0.5933; C -0.1921; S 0.2962; O -0.6662; C -0.7540; H -0.0010; H 0.5160; H -0.2326; H 0.1053; H 0.3476; H 0.3970; C -0.6212; O -0.3608; C 0.7523; O -0.5901; O -0.2827; C -0.5544; H 0.2891; H 0.2335; H 0.2827; H 0.3807; H 0.0164; H 0.3579; C -0.8191; O -0.1474; C 0.6232; O -0.6184; O -0.2492; C -0.5048; H 0.3472; H 0.2880; H 0.3171; H 0.1484; H 0.4976; H -0.0849